An isolated molecule of C8H9N3S2, computed with ωB97M-V/def2-TZVPD.

**F_max**: 0.091 Eh/bohr
**HOMO level**: -7.72 eV
**DFT total energy**: -34578.4260 eV

Positions of all 22 atoms, in Å:
C 2.311 -0.124 2.188
C 1.467 1.003 1.942
C 2.075 -1.252 1.513
C 0.547 0.957 0.950
C 0.978 -1.383 0.643
C 0.195 -0.253 0.349
C -0.919 -0.411 -0.555
C -1.501 0.822 -1.105
N -1.333 -1.546 -0.870
N -0.580 0.232 -3.505
N -3.924 -1.161 -0.954
S -2.002 0.476 -2.864
S -2.737 -1.620 -1.850
H 3.297 0.044 2.656
H 1.348 1.826 2.603
H 2.751 -2.207 1.764
H 0.037 1.841 0.761
H 0.669 -2.328 0.162
H -2.326 1.316 -0.623
H -0.838 1.636 -1.041
H -0.641 0.420 -4.508
H -4.680 -1.848 -0.980

Löwdin atomic charge list, values in e, 6 entries: -0.094 -0.062 -0.109 -0.043 0.001 -0.160